Computed, not measured: C32H57N4OP2Ti as an isolated structure at a distorted geometry, with ωB97M-V/def2-TZVPD.

Computed properties:
spin multiplicity: 3
E_tot: -83803.24691 eV
net charge: +1
highest occupied orbital energy (spin up / spin down): -8.571 / -8.601 eV
gap between HOMO and LUMO (spin up / spin down): 5.94 / 5.48 eV

Each line ends with the Löwdin charge.
Cartesian coordinates (Å):
C 2.081 -1.360 -1.088  -0.360
C 1.675 0.807 -1.932  -0.365
C 3.099 -1.555 -2.011  -0.071
C 2.568 0.555 -3.002  -0.050
C 3.306 -0.608 -3.013  -0.067
H 3.701 -2.452 -1.934  0.107
H 2.712 1.355 -3.727  0.112
H 4.025 -0.802 -3.801  0.110
N 1.317 -0.248 -1.085  -0.020
P 0.183 -2.502 0.658  1.093
P 0.463 2.532 -0.131  1.077
C 1.891 -2.413 -0.010  -0.261
H 2.173 -3.406 -0.394  0.092
H 2.586 -2.205 0.824  0.097
C -1.788 -0.754 1.518  -0.239
O -2.572 -1.056 2.345  0.078
C 1.319 2.142 -1.635  -0.290
H 1.571 2.911 -2.386  0.071
C -1.311 3.316 -0.238  -0.669
C 1.788 3.800 0.403  -0.670
C -0.669 -3.743 -0.488  -0.650
C 0.537 -3.365 2.304  -0.653
C -2.261 2.337 0.476  -0.134
H -1.974 2.201 1.531  0.073
H -3.268 2.779 0.478  0.099
H -2.338 1.354 -0.031  0.016
C -1.433 4.664 0.478  -0.104
H -1.286 4.568 1.560  0.074
H -0.760 5.430 0.075  0.072
H -2.461 5.033 0.334  0.092
C -1.673 3.498 -1.708  -0.096
H -2.678 3.945 -1.771  0.093
H -0.973 4.173 -2.222  0.087
H -1.695 2.545 -2.251  0.039
C 1.447 4.411 1.759  -0.106
H 1.247 3.615 2.483  0.028
H 2.314 4.992 2.105  0.094
H 0.591 5.089 1.725  0.057
C 3.123 3.038 0.538  -0.090
H 3.017 2.171 1.208  0.074
H 3.494 2.689 -0.434  0.078
H 3.882 3.717 0.961  0.090
C 1.916 4.904 -0.666  -0.085
H 2.482 4.558 -1.542  0.074
H 0.944 5.288 -1.013  0.067
H 2.474 5.748 -0.228  0.094
C -0.768 -3.953 2.869  -0.079
H -0.553 -4.318 3.887  0.099
H -1.558 -3.192 2.942  0.067
H -1.138 -4.807 2.286  0.067
C 1.039 -2.286 3.268  -0.128
H 1.964 -1.800 2.923  0.082
H 0.288 -1.508 3.443  0.050
H 1.262 -2.755 4.240  0.101
C 1.628 -4.448 2.212  -0.075
H 2.596 -4.050 1.881  0.081
H 1.773 -4.862 3.221  0.098
H 1.358 -5.283 1.561  0.061
C -0.369 -3.371 -1.947  -0.087
H 0.695 -3.486 -2.194  0.087
H -0.936 -4.049 -2.604  0.099
H -0.673 -2.351 -2.195  0.042
C -2.181 -3.641 -0.212  -0.089
H -2.583 -2.659 -0.487  0.038
H -2.683 -4.410 -0.823  0.099
H -2.421 -3.844 0.841  0.070
C -0.208 -5.195 -0.290  -0.086
H 0.868 -5.320 -0.473  0.084
H -0.471 -5.600 0.693  0.065
H -0.732 -5.812 -1.036  0.098
Ti -0.440 -0.111 0.212  0.492
N -1.993 -0.509 -1.317  0.120
C -2.685 -0.795 -2.250  0.020
C -2.883 -0.483 -3.774  -0.550
C -2.028 0.735 -4.175  -0.034
C -2.515 -1.722 -4.587  -0.052
C -4.353 -0.171 -4.028  -0.058
H -2.555 1.666 -3.919  0.079
H -1.046 0.754 -3.689  0.081
H -1.840 0.758 -5.259  0.104
H -3.181 -2.556 -4.324  0.095
H -2.633 -1.535 -5.666  0.102
H -1.480 -2.051 -4.416  0.084
H -4.513 0.052 -5.090  0.104
H -4.977 -1.032 -3.768  0.093
H -4.694 0.684 -3.439  0.092
C 1.119 2.756 4.781  -0.019
N 1.060 1.368 4.270  -0.151
C 1.441 0.307 5.218  -0.013
C 0.704 1.098 3.060  -0.221
N 0.470 0.645 1.986  0.066
H 1.266 2.717 5.864  0.090
H 0.191 3.300 4.556  0.103
H 1.964 3.301 4.335  0.089
H 0.601 -0.369 5.418  0.096
H 2.274 -0.287 4.823  0.093
H 1.746 0.785 6.151  0.092

Cartesian forces (eV/Å) of the 6 atoms listed first:
1.095 -0.426 -0.686
-0.414 1.433 1.056
-0.522 -0.683 1.047
0.815 -0.830 -0.568
-0.615 1.115 -0.595
-0.029 0.061 -0.117


Computed, not measured: C13H21N4NiO8S3 as an isolated structure, with ωB97M-V/def2-TZVPD.

Computed properties:
spin multiplicity: 3
E_tot: -109717.07513 eV
net charge: -1
highest occupied orbital energy (spin up / spin down): -5.552 / -5.638 eV
gap between HOMO and LUMO (spin up / spin down): 7.45 / 7.54 eV
energy above the lowest of the compared OMol25 structures with the same formula, charge and spin: 0.00 kJ/mol

Each line ends with the Löwdin charge.
Cartesian coordinates (Å):
Ni -0.545 -0.185 -0.100  0.619
N -0.760 -0.783 1.827  0.053
C -0.043 -2.057 1.878  -0.302
C -0.161 -2.783 3.204  -0.145
C 0.279 -1.921 4.392  -0.186
C 1.701 -1.350 4.299  -0.158
N 1.880 -0.212 3.400  0.066
C 1.583 1.044 3.678  -0.467
N 0.970 1.364 4.840  0.201
N 1.944 2.002 2.827  0.184
C -0.461 -2.880 0.637  -0.606
O -0.535 -4.098 0.732  0.033
O -0.652 -2.167 -0.411  -0.082
H -0.414 -0.087 2.472  0.080
H -1.779 -0.875 1.930  0.070
H 1.009 -1.839 1.671  0.093
H 0.438 -3.694 3.154  0.121
H -1.196 -3.103 3.354  0.128
H 0.232 -2.518 5.307  0.111
H -0.441 -1.105 4.531  0.097
H 2.383 -2.125 3.946  0.132
H 2.054 -1.048 5.288  0.116
H 2.147 -0.348 2.411  0.017
H 0.419 0.666 5.308  0.097
H 0.719 2.325 4.992  0.118
H 2.311 1.643 1.930  0.003
H 1.321 2.788 2.712  0.121
O 0.438 0.877 -1.646  -0.422
S 1.186 1.584 -0.573  0.079
O 1.921 2.751 -0.981  -0.382
O 0.187 1.840 0.511  -0.454
S 2.430 0.146 0.197  0.317
C -6.527 -4.250 -3.091  -0.064
C -5.840 -3.179 -2.286  -0.287
C -6.533 -2.062 -1.837  -0.053
C -5.892 -1.076 -1.097  -0.057
C -4.548 -1.209 -0.802  -0.259
C -3.832 -2.315 -1.246  -0.027
C -4.484 -3.288 -1.982  -0.034
S -3.744 0.022 0.195  0.508
O -4.616 1.169 0.215  -0.316
O -3.530 -0.609 1.500  -0.348
O -2.461 0.282 -0.496  -0.350
H -7.586 -4.026 -3.223  0.066
H -6.445 -5.222 -2.602  0.076
H -6.078 -4.346 -4.082  0.076
H -7.587 -1.958 -2.071  0.102
H -6.422 -0.198 -0.753  0.106
H -2.774 -2.406 -1.026  0.097
H -3.926 -4.151 -2.329  0.116

Cartesian forces (eV/Å) of the 6 atoms listed first:
-0.091 -0.011 0.006
-0.078 -0.018 -0.043
0.013 -0.006 0.015
-0.006 0.009 0.012
-0.002 0.003 0.007
0.025 0.002 -0.014


Computed, not measured: C10H8CdN2O6S3Se as an isolated structure at a distorted geometry, with ωB97M-V/def2-TZVPD.

Computed properties:
E_tot: -128180.72357 eV
net charge: -2
highest occupied orbital energy: -1.248 eV
gap between HOMO and LUMO: 5.29 eV

Each line ends with the Löwdin charge.
Cartesian coordinates (Å):
Cd 0.000 0.000 0.000  1.091
O -2.289 0.995 3.362  -0.380
S -1.026 0.597 2.719  0.420
O 0.002 0.266 3.695  -0.330
O -1.235 -0.299 1.587  -0.501
C -0.480 2.139 1.942  -0.315
C -1.467 3.145 1.807  -0.088
C -1.162 4.409 1.298  -0.107
C 0.140 4.696 0.918  -0.110
C 1.123 3.712 1.040  -0.088
C 0.828 2.425 1.549  -0.285
S 2.210 1.253 1.532  0.436
O 3.053 1.784 0.449  -0.391
O 2.812 1.431 2.851  -0.330
O 1.646 -0.046 1.203  -0.450
H -2.490 2.933 2.111  0.101
H -1.943 5.157 1.210  0.086
H 0.399 5.672 0.523  0.084
H 2.142 3.940 0.732  0.101
S 2.833 1.357 -3.382  0.969
C 2.368 -0.279 -3.602  -0.424
C 1.523 -0.664 -2.583  -0.227
N 1.242 0.306 -1.641  -0.151
C 1.877 1.413 -1.958  -0.486
H 2.723 -0.862 -4.440  0.047
H 1.080 -1.647 -2.478  0.075
H 1.805 2.313 -1.360  0.060
Se -0.969 -4.688 -1.609  0.397
C -0.640 -3.094 -1.062  -1.011
N -0.398 -1.927 -0.661  -0.105
H -0.916 1.437 -0.425  -0.088

Cartesian forces (eV/Å) of the 6 atoms listed first:
-2.380 1.126 -1.864
0.520 -0.522 -0.560
-0.991 1.623 2.313
-0.322 -0.309 -0.934
-1.528 -1.257 2.641
-0.323 1.174 0.403


Computed, not measured: a 3-piece molecular cluster, C51H58N3O9P3Si overall at a distorted geometry, with ωB97M-V/def2-TZVPD.

Computed properties:
structure (SMILES): CCCCNc1c(C[C@@H](C)O)c(PP(=O)(O)O)cc2nc(CCO[Si](C)(C)C)c(P(C)CC)nc12.O=C1c2ccccc2C(=O)c2ccccc21.O=C1c2ccccc2C(=O)c2ccccc21
E_tot: -112474.99800 eV
highest occupied orbital energy: -8.218 eV
gap between HOMO and LUMO: 7.20 eV

Each line ends with the Löwdin charge.
Cartesian coordinates (Å):
C -1.665 -0.727 -2.186  -0.106
C -0.310 -1.129 -2.753  -0.255
C 0.891 -0.529 -1.979  -0.190
C 1.966 -0.187 -2.992  -0.218
N 3.184 0.493 -2.456  0.034
C 3.425 1.738 -3.139  -0.147
C 3.894 1.786 -4.453  -0.160
C 4.266 0.540 -5.208  -0.112
C 5.760 0.196 -5.022  -0.405
C 5.973 -1.151 -4.339  -0.040
O 6.389 0.174 -6.310  -0.060
C 4.054 3.065 -5.082  -0.410
P 4.719 3.347 -6.762  0.927
P 2.997 3.704 -8.041  0.235
O 3.135 5.026 -8.658  -0.334
O 2.901 2.564 -9.169  -0.169
O 1.656 3.580 -7.169  -0.174
C 3.716 4.216 -4.401  -0.046
C 3.257 4.178 -3.068  -0.208
N 2.965 5.362 -2.466  0.207
C 2.610 5.287 -1.217  -0.279
C 2.257 6.581 -0.545  -0.139
C 0.750 6.760 -0.362  -0.265
O 0.052 6.661 -1.592  -0.192
Si -1.070 5.454 -1.808  0.424
C -1.981 4.967 -0.247  -0.155
C -0.389 3.902 -2.619  -0.129
C -2.336 6.161 -3.009  -0.157
C 2.553 4.042 -0.509  -0.361
P 2.207 4.054 1.302  0.979
C 3.902 3.963 2.006  -0.269
C 1.426 2.451 1.784  -0.395
C 0.517 2.753 3.002  -0.178
N 2.784 2.897 -1.102  0.152
C 3.140 2.943 -2.421  -0.153
H -2.006 0.215 -2.605  0.064
H -2.417 -1.464 -2.461  0.066
H -1.655 -0.674 -1.103  0.049
H -0.241 -0.735 -3.766  0.094
H -0.217 -2.207 -2.814  0.097
H 1.271 -1.300 -1.311  0.103
H 0.584 0.329 -1.392  0.101
H 1.508 0.452 -3.744  0.117
H 2.243 -1.113 -3.494  0.114
H 3.966 -0.116 -2.649  0.081
H 4.051 0.654 -6.261  0.097
H 3.694 -0.306 -4.859  0.087
H 6.239 0.956 -4.406  0.143
H 6.960 -1.538 -4.566  0.078
H 5.254 -1.888 -4.687  0.084
H 5.889 -1.073 -3.258  0.075
H 7.263 0.559 -6.222  0.093
H 5.148 2.087 -7.204  -0.085
H 2.167 1.958 -9.017  0.073
H 0.995 4.122 -7.625  0.085
H 3.829 5.183 -4.870  0.111
H 2.640 7.404 -1.136  0.119
H 2.721 6.638 0.437  0.097
H 0.604 7.767 0.025  0.122
H 0.417 6.064 0.403  0.065
H -1.302 4.407 0.401  0.015
H -2.351 5.803 0.337  0.038
H -2.780 4.276 -0.497  0.036
H -1.093 3.090 -2.438  0.028
H 0.587 3.588 -2.265  -0.003
H -0.362 4.039 -3.697  0.035
H -1.857 6.891 -3.658  0.030
H -2.844 5.388 -3.572  0.027
H -3.056 6.718 -2.413  0.026
H 3.852 3.531 3.000  0.035
H 4.543 3.340 1.384  0.039
H 4.341 4.952 2.080  0.027
H 2.196 1.747 2.081  0.070
H 0.874 2.081 0.928  0.058
H 0.779 2.112 3.835  0.058
H 0.595 3.796 3.289  0.034
H -0.522 2.587 2.733  0.054
O -0.880 -1.624 1.134  0.096
C -0.616 -2.325 2.089  -0.269
C -0.084 -3.703 1.912  -0.077
C 0.125 -4.190 0.629  0.000
C 0.647 -5.460 0.450  -0.056
C 0.965 -6.246 1.552  -0.056
C 0.747 -5.768 2.833  0.001
C 0.219 -4.498 3.019  -0.080
C -0.024 -4.006 4.405  -0.284
O 0.186 -4.719 5.365  0.093
C -0.533 -2.618 4.580  -0.087
C -0.736 -2.119 5.860  0.001
C -1.183 -0.819 6.031  -0.053
C -1.434 -0.018 4.921  -0.061
C -1.252 -0.516 3.644  -0.007
C -0.801 -1.815 3.472  -0.081
H -0.122 -3.571 -0.223  0.112
H 0.811 -5.839 -0.551  0.107
H 1.381 -7.234 1.410  0.107
H 0.987 -6.377 3.694  0.121
H -0.536 -2.749 6.716  0.120
H -1.332 -0.426 7.028  0.107
H -1.776 1.000 5.056  0.108
H -1.453 0.104 2.782  0.115
O -3.296 -4.458 3.822  0.110
C -4.361 -4.895 4.204  -0.267
C -4.448 -5.685 5.463  -0.077
C -3.294 -5.897 6.208  0.007
C -3.363 -6.602 7.397  -0.051
C -4.583 -7.096 7.848  -0.056
C -5.733 -6.899 7.102  -0.003
C -5.670 -6.197 5.905  -0.083
C -6.913 -6.008 5.106  -0.276
O -7.965 -6.495 5.462  0.107
C -6.828 -5.198 3.856  -0.081
C -7.979 -4.977 3.112  -0.002
C -7.923 -4.205 1.965  -0.056
C -6.716 -3.649 1.555  -0.056
C -5.563 -3.874 2.286  0.000
C -5.613 -4.652 3.436  -0.080
H -2.347 -5.507 5.856  0.107
H -2.465 -6.764 7.978  0.109
H -4.635 -7.638 8.782  0.107
H -6.683 -7.285 7.443  0.120
H -8.915 -5.410 3.438  0.120
H -8.822 -4.032 1.388  0.107
H -6.676 -3.039 0.662  0.108
H -4.620 -3.447 1.971  0.119

Cartesian forces (eV/Å) of the 6 atoms listed first:
-0.224 -0.451 -0.102
0.252 0.796 0.283
-0.178 -0.733 -0.424
0.116 0.395 0.474
-0.270 -0.064 -0.747
0.188 -0.156 -0.174


Computed, not measured: C34H39BGeMnN6O2Se2 as an isolated structure at a distorted geometry, with ωB97M-V/def2-TZVPD.

Computed properties:
spin multiplicity: 4
E_tot: -268119.70194 eV
net charge: +2
highest occupied orbital energy (spin up / spin down): -12.647 / -12.647 eV
gap between HOMO and LUMO (spin up / spin down): 3.83 / 4.87 eV
energy above the lowest of the compared OMol25 structures with the same formula, charge and spin: 0.00 kJ/mol

Each line ends with the Löwdin charge.
Cartesian coordinates (Å):
Mn -0.657 -0.406 -0.118  0.874
C -3.112 -2.012 -3.047  0.010
C -2.448 -2.110 -1.836  -0.093
N -1.725 -0.997 -1.637  -0.073
N -1.928 -0.176 -2.689  0.013
C -2.758 -0.766 -3.549  0.003
B -1.342 1.255 -2.615  -0.447
N -1.893 1.890 -1.323  0.003
C -2.597 3.007 -1.116  -0.002
C -2.784 3.169 0.247  0.008
C -2.143 2.085 0.829  -0.053
N -1.613 1.317 -0.129  -0.023
N 0.184 1.100 -2.411  0.005
C 1.208 1.545 -3.140  -0.003
C 2.394 1.165 -2.528  0.006
C 1.999 0.470 -1.398  -0.111
N 0.660 0.426 -1.337  -0.050
H -3.769 -2.735 -3.494  0.122
H -2.464 -2.895 -1.098  0.126
H -3.055 -0.263 -4.453  0.148
H -1.601 1.894 -3.585  0.135
H -2.913 3.613 -1.947  0.145
H -3.303 3.965 0.748  0.118
H -2.022 1.843 1.873  0.112
H 1.029 2.110 -4.038  0.147
H 3.395 1.380 -2.852  0.120
H 2.588 0.045 -0.601  0.058
C 4.780 -0.455 2.122  -0.366
Se 2.844 -0.267 2.162  0.967
C 2.443 -2.173 2.034  -0.525
C 2.345 -2.688 0.608  -0.454
Se 0.533 -2.649 -0.147  1.164
C 1.064 -2.902 -1.995  -0.277
H 5.118 -1.023 2.985  0.035
H 5.192 0.551 2.167  0.030
H 5.109 -0.930 1.202  0.028
H 1.541 -2.388 2.612  0.051
H 3.263 -2.686 2.536  0.084
H 2.569 -3.756 0.559  0.091
H 3.013 -2.164 -0.073  0.066
H 1.558 -3.869 -2.064  0.058
H 1.732 -2.099 -2.295  0.036
H 0.163 -2.902 -2.601  0.032
O -1.925 -1.239 1.076  -0.046
C -1.238 -0.881 2.092  -0.562
O -0.174 -0.239 1.798  -0.095
C -1.673 -1.221 3.468  -0.130
C -0.605 -1.085 4.557  -0.227
Ge -0.762 0.561 5.636  1.018
C -0.844 2.124 4.465  -0.265
C 0.245 2.500 3.674  -0.114
C 0.211 3.670 2.929  -0.080
C -0.915 4.484 2.968  -0.092
C -2.011 4.112 3.732  -0.085
C -1.979 2.936 4.472  -0.107
C 0.821 0.636 6.796  -0.244
C 0.657 0.678 8.194  -0.102
C 1.753 0.718 9.026  -0.071
C 3.046 0.715 8.479  -0.062
C 3.230 0.663 7.094  -0.089
C 2.133 0.624 6.265  -0.120
C -2.358 0.471 6.730  -0.293
C -2.738 1.576 7.496  -0.127
C -3.869 1.528 8.297  -0.065
C -4.641 0.374 8.337  -0.068
C -4.277 -0.730 7.582  -0.073
C -3.141 -0.681 6.784  -0.106
H -2.069 -2.238 3.400  0.144
H -2.556 -0.595 3.652  0.141
H 0.403 -1.132 4.139  0.046
H -0.694 -1.923 5.251  0.084
H 1.139 1.885 3.640  0.061
H 1.068 3.959 2.336  0.107
H -0.931 5.410 2.408  0.111
H -2.888 4.746 3.771  0.111
H -2.833 2.671 5.082  0.093
H -0.339 0.677 8.619  0.092
H 1.623 0.752 10.099  0.109
H 3.906 0.751 9.135  0.106
H 4.230 0.657 6.683  0.102
H 2.282 0.571 5.194  0.049
H -2.148 2.487 7.472  0.111
H -4.149 2.389 8.888  0.111
H -5.524 0.336 8.960  0.111
H -4.874 -1.631 7.616  0.108
H -2.867 -1.561 6.214  0.089

Cartesian forces (eV/Å) of the 6 atoms listed first:
-0.182 0.208 0.261
0.071 -0.003 0.106
-0.132 -0.179 0.013
0.121 -0.016 0.015
0.118 0.129 -0.068
0.033 0.012 0.095


Which of these has the lowest E_tot? C34H39BGeMnN6O2Se2